# 1
# C6H16N2

A 2-piece molecular cluster, C6H16N2 overall in a non-equilibrium geometry (ωB97M-V/def2-TZVPD, the Open Molecules 2025 dataset).

Properties
energy above the lowest of the compared OMol25 structures with the same formula, charge and spin	725.21	kJ/mol
orbital gap	4.095	eV
largest force on an atom	3.94	eV/A

```
24
C6H16N2 | the Open Molecules 2025 dataset | ωB97M-V/def2-TZVPD
C -1.4575 2.2096 0.0045
N -1.1849 0.8695 -0.4325
C 0.7333 1.3868 -2.8976
C -1.4887 -0.2049 1.6943
C -0.5238 0.1512 0.6617
C 0.2293 -1.1634 0.2902
N 0.9330 -1.6916 1.4565
C 1.9670 -2.5898 1.1009
H -1.8767 2.2676 1.0425
H -0.5633 2.8153 -0.0229
H -2.1766 2.6621 -0.7047
H 0.2342 1.2169 -3.8246
H 1.2715 2.2821 -2.6947
H 1.4857 0.5800 -2.9164
H -2.1718 0.5648 2.0931
H -2.2697 -0.8727 1.3262
H -1.0915 -0.6354 2.6138
H 0.3219 0.7265 1.0134
H 0.1266 1.1104 -2.0590
H -0.4986 -1.8640 -0.1986
H 0.9419 -0.9499 -0.5320
H 1.8937 -3.2901 0.2332
H 2.1698 -3.3337 1.9429
H 2.9951 -2.2472 0.8101
```

Atomic partial charges in e from the natural (NBO) method, atoms 1 to 4: atom 1 (C): -0.490, atom 2 (N): -0.236, atom 3 (C): -0.866, atom 4 (C): -0.632

# 2
# C16H13F2IN2O

A 3-piece molecular cluster, C16H13F2IN2O overall in a non-equilibrium geometry (ωB97M-V/def2-TZVPD, the Open Molecules 2025 dataset).

Properties
energy above the lowest of the compared OMol25 structures with the same formula, charge and spin	95.74	kJ/mol
orbital gap	9.017	eV
largest force on an atom	6.95	eV/A

```
35
C16H13F2IN2O | the Open Molecules 2025 dataset | ωB97M-V/def2-TZVPD
N 2.8165 4.6662 5.4729
C 1.8257 4.2651 4.8948
C 0.4674 3.4909 4.4779
O 0.6554 2.7246 3.2446
C -0.8175 4.4894 4.3957
I -1.1257 5.0574 2.3101
C -2.1273 3.6708 4.8915
N -2.9281 2.9504 5.4589
H 0.1824 2.6932 5.2741
H 0.2144 1.8491 3.4108
H -0.6831 5.4598 4.9875
F -0.9795 1.6375 1.4279
C -0.6098 1.2839 0.1857
C -1.5212 1.3945 -0.8531
C -1.1368 1.0330 -2.1408
C 0.1513 0.5550 -2.3725
C 1.0567 0.4435 -1.3206
C 0.6763 0.8152 -0.0349
H -2.5215 1.7607 -0.6521
H -1.8397 1.1228 -2.9626
H 0.4490 0.2690 -3.3767
H 2.0576 0.0673 -1.5021
H 1.3708 0.7434 0.7943
F 1.9160 -2.3160 -2.2077
C 1.1416 -3.3385 -2.6025
C 0.3039 -3.9524 -1.6839
C -0.5028 -5.0093 -2.0942
C -0.4544 -5.4472 -3.4162
C 0.3943 -4.8264 -4.3288
C 1.1931 -3.7623 -3.9215
H 0.2860 -3.6033 -0.6578
H -1.1677 -5.4918 -1.3854
H -1.0810 -6.2748 -3.7345
H 0.4338 -5.1713 -5.3569
H 1.8531 -3.2616 -4.6205
```

Atomic partial charges in e from the natural (NBO) method, atoms 1 to 4: atom 1 (N): -0.282, atom 2 (C): 0.234, atom 3 (C): 0.015, atom 4 (O): -0.693

# 3
# C6H9NO

C6H9NO as an isolated structure in a non-equilibrium geometry (ωB97M-V/def2-TZVPD, the Open Molecules 2025 dataset).

Properties
energy above the lowest of the compared OMol25 structures with the same formula, charge and spin	668.87	kJ/mol
orbital gap (alpha / beta)	6.921 / 6.923	eV
largest force on an atom	2.19	eV/A

```
17
C6H9NO | the Open Molecules 2025 dataset | ωB97M-V/def2-TZVPD
C 0.9160 0.5581 -0.1687
C -1.6512 -0.0517 -1.1458
C 1.5899 -0.7959 -0.1894
C 0.1034 0.8704 -1.2668
N -1.9853 -0.6352 0.0157
C -0.1322 0.4393 1.5038
C 0.1949 0.7100 2.6455
O 0.1183 1.4853 -2.2863
H 1.4837 1.4009 0.2010
H -1.1737 -0.0653 0.9517
H -1.6247 -1.5885 0.0642
H -1.3924 -0.6809 -1.9991
H -2.1908 0.8606 -1.3896
H 0.8561 -1.5996 -0.2647
H 2.1540 -0.9476 0.7285
H 2.2613 -0.8758 -1.0496
H 0.4727 0.9161 3.6499
```

Atomic partial charges in e from the natural (NBO) method, atoms 1 to 4: atom 1 (C): -0.242, atom 2 (C): -0.243, atom 3 (C): -0.618, atom 4 (C): 0.563

# 4
# C24H27AsCl2O2PPb

C24H27AsCl2O2PPb as an isolated structure in a non-equilibrium geometry (ωB97M-V/def2-TZVPD, the Open Molecules 2025 dataset).

Properties
total charge	+3
orbital gap (alpha / beta)	4.604 / 4.603	eV
largest force on an atom	7.51	eV/A

```
58
C24H27AsCl2O2PPb | the Open Molecules 2025 dataset | ωB97M-V/def2-TZVPD
C 0.5411 -2.8694 -2.6495
C -0.5831 -2.1463 -2.1411
H 0.2074 -3.7596 -3.2077
H 1.1822 -3.1858 -1.8037
H 1.1218 -2.1733 -3.3011
O -1.7319 -2.0653 -1.9085
Cl 3.1578 -0.3961 -1.8620
Pb 0.8205 0.5969 -1.3613
P 0.1924 1.0632 -3.9794
C -1.4431 1.6457 -4.5140
C 1.3268 2.4975 -4.2072
H 1.7618 -0.5057 -4.9262
H 0.7580 0.2759 -6.1951
H 0.0601 -1.0288 -5.1757
C 0.7485 -0.1727 -5.1931
H 2.2364 2.3285 -3.6031
H 1.6015 2.5981 -5.2687
H -1.3900 1.9606 -5.5668
H -1.7471 2.4955 -3.8854
H 0.8306 3.4092 -3.8395
H -2.1687 0.8261 -4.4122
C -2.2408 0.9995 -1.4096
O -3.3441 1.2844 -1.4212
Cl 0.6920 3.1543 -0.9619
C -0.9831 3.8443 3.8045
C 0.1491 3.7738 2.9911
C 0.4431 2.6024 2.2935
C -0.4003 1.4770 2.3983
C -1.5417 1.5513 3.2020
C -1.8308 2.7309 3.9014
As -0.0330 -0.0546 1.2599
C 1.6902 -0.7139 1.9901
C 2.3326 -1.7852 1.3431
C 3.6310 -2.1550 1.7168
C 4.3066 -1.4447 2.7153
C 3.6963 -0.3427 3.3092
C 2.3977 0.0325 2.9472
C -1.5057 -1.2989 1.6594
C -1.2307 -2.5978 2.0939
C -2.2822 -3.5034 2.2705
C -3.5976 -3.1207 1.9922
C -3.8602 -1.8405 1.5086
C -2.8214 -0.9215 1.3404
H -1.2081 4.7617 4.3584
H 0.8068 4.6438 2.8851
H 1.3044 2.5922 1.6300
H -2.2218 0.7037 3.2816
H -2.7293 2.7919 4.5177
H 1.8482 -2.2999 0.5082
H 4.1262 -2.9800 1.2052
H 5.3169 -1.7391 3.0062
H 4.2416 0.2511 4.0459
H 1.9624 0.9261 3.3851
H -0.2000 -2.9065 2.2751
H -2.0728 -4.5132 2.6128
H -4.4164 -3.8269 2.1385
H -4.8837 -1.5518 1.2507
H -3.0244 0.0812 0.9556
```

Atomic partial charges in e from the natural (NBO) method, atoms 1 to 4: atom 1 (C): -0.825, atom 2 (C): 0.913, atom 3 (H): 0.374, atom 4 (H): 0.353

# 5
# C16H32O

A single C16H32O molecule (ωB97M-V/def2-TZVPD, the Open Molecules 2025 dataset).

Properties
energy above the lowest of the compared OMol25 structures with the same formula, charge and spin	12.70	kJ/mol
orbital gap	10.607	eV
largest force on an atom	0.48	eV/A

```
49
C16H32O | the Open Molecules 2025 dataset | ωB97M-V/def2-TZVPD
C -0.7310 3.6707 -2.7809
C 0.6951 3.4108 -3.2518
C 1.5549 2.6948 -2.2088
C 1.0534 1.3073 -1.8052
C 1.0426 0.3094 -2.9622
C 0.7344 -1.1201 -2.5133
C -0.7250 -1.3140 -2.1045
C -1.0080 -2.7229 -1.5771
C -0.4432 -3.0049 -0.1778
C -1.4534 -2.8239 0.9582
C -1.9578 -1.3962 1.1760
C -0.8797 -0.3793 1.5547
C -0.2277 -0.6607 2.9061
C 0.7627 0.4370 3.2906
C 1.4101 0.1570 4.6468
C 0.4068 0.1976 5.7604
O 0.3352 -0.5822 6.6673
H -1.2776 2.7397 -2.6551
H -0.7276 4.2008 -1.8306
H -1.2636 4.2779 -3.5095
H 0.6735 2.8287 -4.1745
H 1.1704 4.3676 -3.4827
H 1.6055 3.3184 -1.3121
H 2.5708 2.6013 -2.6017
H 1.7130 0.9250 -1.0207
H 0.0547 1.3959 -1.3775
H 0.3046 0.6118 -3.7070
H 2.0247 0.3236 -3.4420
H 1.3933 -1.3802 -1.6821
H 0.9604 -1.8064 -3.3335
H -0.9952 -0.5792 -1.3485
H -1.3556 -1.1340 -2.9795
H -0.5851 -3.4385 -2.2864
H -2.0877 -2.8877 -1.5605
H -0.1012 -4.0420 -0.1406
H 0.4288 -2.3775 0.0047
H -1.0015 -3.1867 1.8837
H -2.3192 -3.4598 0.7553
H -2.7058 -1.4198 1.9730
H -2.4632 -1.0552 0.2706
H -1.3420 0.6113 1.5889
H -0.1059 -0.3496 0.7864
H -0.9995 -0.7368 3.6763
H 0.2996 -1.6152 2.8709
H 0.2461 1.3994 3.3277
H 1.5410 0.5082 2.5278
H 1.9171 -0.8095 4.6482
H 2.1511 0.9327 4.8637
H -0.2932 1.0558 5.6891
```

Atomic partial charges in e from the natural (NBO) method, atoms 1 to 4: atom 1 (C): -0.609, atom 2 (C): -0.395, atom 3 (C): -0.386, atom 4 (C): -0.400

# 6
# C4H13AuN5O7P2

C4H13AuN5O7P2 as an isolated structure (ωB97M-V/def2-TZVPD, the Open Molecules 2025 dataset).

Properties
total charge	+1
orbital gap	8.693	eV
largest force on an atom	0.76	eV/A

```
32
C4H13AuN5O7P2 | the Open Molecules 2025 dataset | ωB97M-V/def2-TZVPD
Au -0.1108 -0.6223 -0.9978
C -0.7790 4.1596 -1.8416
N -1.0800 2.8019 -2.3036
C -2.3875 2.5484 -2.9194
C -0.2349 1.8013 -2.1169
N -0.4214 0.5734 -2.6047
N 0.9071 2.0910 -1.3753
C 1.9614 1.2169 -1.1220
N 3.0992 1.7789 -0.7416
N 1.7839 -0.0604 -1.2765
H -1.5280 4.8305 -2.2467
H 0.1959 4.4819 -2.2057
H -0.8160 4.2226 -0.7510
H -3.0444 3.3754 -2.6726
H -2.8335 1.6458 -2.5002
H -2.3011 2.4714 -4.0035
H -1.2968 0.4738 -3.1010
H 0.8378 2.8424 -0.7042
H 3.2500 2.7696 -0.8279
H 3.8236 1.2252 -0.3147
H 2.5713 -0.6904 -1.2247
O -0.7004 -0.2845 3.0760
P -0.1262 0.2608 1.7398
O 0.8742 1.3259 1.8077
O 0.3158 -1.0102 0.8944
O -1.4179 0.8349 0.8862
P -2.6281 -0.1901 0.5215
O -3.7090 0.7833 -0.1016
O -3.0717 -0.9332 1.7039
O -2.0406 -0.9646 -0.6988
H -1.6171 -0.6330 2.9771
H -4.5295 0.7695 0.4117
```

Atomic partial charges in e from the natural (NBO) method, atoms 1 to 4: atom 1 (Au): 1.502, atom 2 (C): -0.430, atom 3 (N): -0.351, atom 4 (C): -0.430

# 7
# C47H46I2N5O3PRe

C47H46I2N5O3PRe as an isolated structure in a non-equilibrium geometry (ωB97M-V/def2-TZVPD, the Open Molecules 2025 dataset).

Properties
energy above the lowest of the compared OMol25 structures with the same formula, charge and spin	74.42	kJ/mol
expectation value of S²	0.7593
orbital gap (alpha / beta)	6.480 / 6.954	eV
multiplicity	2
largest force on an atom	1.17	eV/A

```
105
C47H46I2N5O3PRe | the Open Molecules 2025 dataset | ωB97M-V/def2-TZVPD
Re 0.0616 -0.1522 0.6154
I 3.7337 2.6031 6.8318
C 2.4039 1.9855 5.3491
C 1.1037 2.4628 5.3398
C 0.2321 2.0547 4.3470
I -1.7536 2.6744 4.4548
C 0.6237 1.1874 3.3066
O -0.2404 0.9096 2.3513
C 1.9358 0.6527 3.3883
C 2.4531 -0.3999 2.4359
N 1.3756 -1.2842 1.9471
C 0.7375 -2.0329 3.0402
C -0.7326 -2.1971 2.8240
C -1.4498 -3.0305 3.6663
C -2.8209 -3.1244 3.5224
C -3.4353 -2.3474 2.5565
C -2.6495 -1.5420 1.7600
N -1.3167 -1.4838 1.8510
C 2.7980 1.0638 4.3954
H 0.7630 3.1403 6.1112
H 3.2115 -0.9910 2.9611
H 2.9239 0.0363 1.5560
H 1.7558 -1.9789 1.3146
H 0.9044 -1.4980 3.9769
H 1.1924 -3.0188 3.1330
H -0.9236 -3.5992 4.4218
H -3.3993 -3.7782 4.1623
H -4.5049 -2.3586 2.4030
H -3.1014 -0.9037 1.0262
H 3.7960 0.6412 4.4342
O -3.5616 -2.9621 -1.2629
C -3.0969 -1.8207 -1.2135
O -1.8772 -1.4752 -1.2470
C -4.0387 -0.6436 -1.0062
C -5.4116 -0.8379 -0.9979
C -6.2649 0.2180 -0.7182
C -5.7371 1.4680 -0.4285
C -4.3624 1.6690 -0.4360
C -3.4961 0.6166 -0.7290
P -1.6776 0.8614 -0.9197
C -1.5139 0.7485 -2.7406
C -2.6288 0.9467 -3.5556
C -2.5049 0.9134 -4.9367
C -1.2682 0.6932 -5.5262
C -0.1557 0.5037 -4.7217
C -0.2822 0.5305 -3.3398
C -1.5566 2.6931 -0.7300
C -1.3099 3.5754 -1.7789
C -1.1181 4.9309 -1.5320
C -1.1827 5.4233 -0.2377
C -1.4430 4.5532 0.8144
C -1.6179 3.2020 0.5672
H -5.7774 -1.8361 -1.2030
H -7.3377 0.0684 -0.7182
H -6.3948 2.2986 -0.2043
H -3.9759 2.6552 -0.2268
H -3.6023 1.1253 -3.1211
H -3.3830 1.0586 -5.5534
H -1.1747 0.6669 -6.6049
H 0.8194 0.3272 -5.1609
H 0.5898 0.3676 -2.7305
H -1.2510 3.2136 -2.7978
H -0.9180 5.6005 -2.3599
H -1.0243 6.4776 -0.0461
H -1.4887 4.9195 1.8329
H -1.7799 2.5295 1.4015
C 4.0654 2.4116 0.8236
C 3.0365 2.7064 -0.2851
C 1.6790 3.0685 0.2950
C 3.1322 1.6126 -1.3424
C 4.0755 1.8529 -2.3386
C 4.4049 0.9010 -3.2818
C 3.8302 -0.3548 -3.1980
C 2.8785 -0.6662 -2.2358
C 2.4557 -2.1290 -2.1664
C 3.0156 -2.7632 -0.8925
C 0.9819 -2.4526 -2.3840
C 2.4615 0.3607 -1.3377
N 1.3639 0.1710 -0.5147
H 5.0774 2.6618 0.5003
H 4.0750 1.3523 1.0909
H 3.8390 2.9857 1.7245
H 3.3834 3.6055 -0.8022
H 1.2769 2.2963 0.9478
H 0.9506 3.2665 -0.4882
H 1.7868 3.9767 0.8937
H 4.5602 2.8219 -2.3644
H 5.1260 1.1243 -4.0580
H 4.1271 -1.1276 -3.8972
H 2.9978 -2.6031 -2.9901
H 2.5734 -2.3006 -0.0119
H 4.0977 -2.6339 -0.8320
H 2.7800 -3.8288 -0.8590
H 0.3263 -2.0614 -1.6131
H 0.8505 -3.5380 -2.3940
H 0.6291 -2.0649 -3.3398
N 0.5833 -6.1509 0.2857
C -0.5980 -5.7246 -0.2797
C -0.6737 -4.3899 -0.0158
N 0.4346 -3.9941 0.6985
C 1.1668 -5.0691 0.8597
H 0.9549 -7.0828 0.2632
H -1.2569 -6.3897 -0.8104
H -1.4427 -3.6952 -0.3280
H 2.1207 -5.1259 1.3640
```

Atomic partial charges in e from the Löwdin method, atoms 1 to 4: atom 1 (Re): 1.375, atom 2 (I): 0.849, atom 3 (C): -0.751, atom 4 (C): -0.237

# 8
# C4H7F2N

C4H7F2N as an isolated structure in a non-equilibrium geometry (ωB97M-V/def2-TZVPD, the Open Molecules 2025 dataset).

Properties
energy above the lowest of the compared OMol25 structures with the same formula, charge and spin	437.33	kJ/mol
orbital gap	10.314	eV
largest force on an atom	5.31	eV/A

```
14
C4H7F2N | the Open Molecules 2025 dataset | ωB97M-V/def2-TZVPD
C 1.4279 0.1228 -0.5965
C 0.0184 0.0702 -0.0969
C -0.4568 -1.2914 0.2636
C -0.4733 1.2377 0.6857
H 1.6432 0.0595 -1.6548
H 1.9281 1.1283 -0.3215
H 0.1740 -2.3205 -0.2654
H -0.4237 -1.5322 1.5373
H -1.1699 1.0814 1.4506
H 0.2902 2.2193 0.5874
H -2.0134 0.3662 -0.5169
N -0.9921 1.0118 -0.7698
F 2.1098 -0.9221 0.0441
F -2.0624 -1.2310 -0.3469
```

Atomic partial charges in e from the natural (NBO) method, atoms 1 to 4: atom 1 (C): 0.069, atom 2 (C): -0.147, atom 3 (C): 0.047, atom 4 (C): -0.249

| no. | electronic energy (eV) |
| --- | --- |
| 1 | -9454.5581 |
| 2 | -35362.8361 |
| 3 | -9898.6717 |
| 4 | -129811.3534 |
| 5 | -19159.0241 |
| 6 | -48412.1252 |
| 7 | -90700.4273 |
| 8 | -11181.3659 |